{
  "formula": "C33H83NO9",
  "method": "wB97M-V/def2-TZVPD",
  "elements": ["C", "C", "C", "C", "C", "C", "C", "C", "C", "N", "O", "H", "H", "H", "H", "H", "H", "H", "H", "H", "H", "H", "H", "H", "H", "H", "H", "H", "H", "H", "C", "C", "C", "O", "H", "H", "H", "H", "H", "H", "H", "H", "C", "C", "C", "O", "H", "H", "H", "H", "H", "H", "H", "H", "C", "C", "C", "O", "H", "H", "H", "H", "H", "H", "H", "H", "C", "C", "C", "O", "H", "H", "H", "H", "H", "H", "H", "H", "C", "C", "C", "O", "H", "H", "H", "H", "H", "H", "H", "H", "C", "C", "C", "O", "H", "H", "H", "H", "H", "H", "H", "H", "C", "C", "C", "O", "H", "H", "H", "H", "H", "H", "H", "H", "C", "C", "C", "O", "H", "H", "H", "H", "H", "H", "H", "H"],
  "positions_angstrom": [[-4.744973, -7.326509, 11.931298], [-4.041256, -8.226683, 12.939385], [-4.656220, -9.631647, 12.791816], [-2.551007, -8.342565, 12.652719], [-1.801353, -7.067905, 13.071835], [-2.072186, -6.754752, 14.541111], [-3.543704, -6.680187, 14.955426], [-3.560407, -6.836773, 16.495193], [-4.231785, -5.348793, 14.611782], [-4.187280, -7.857612, 14.349208], [-5.489436, -8.080824, 14.866925], [-4.137410, -6.450558, 11.706107], [-4.971811, -7.899215, 11.033202], [-5.710633, -7.045803, 12.358157], [-5.717717, -9.724365, 13.030746], [-4.590622, -10.057864, 11.783293], [-4.165666, -10.417054, 13.378485], [-2.036047, -9.120982, 13.220664], [-2.310832, -8.464378, 11.593712], [-0.730354, -7.286096, 13.036733], [-2.016751, -6.194019, 12.452163], [-1.613535, -5.800287, 14.810566], [-1.645135, -7.587887, 15.105199], [-4.596856, -6.687538, 16.802829], [-2.941057, -6.002558, 16.822994], [-3.265472, -7.828542, 16.827898], [-3.863940, -4.526792, 15.225705], [-5.312319, -5.432839, 14.755385], [-4.149817, -5.077898, 13.556333], [-5.355847, -8.914138, 15.337936], [-3.890522, -3.355352, 18.455850], [-5.300444, -3.859232, 18.734066], [-5.360096, -4.963316, 19.824880], [-6.112947, -2.792749, 19.233530], [-3.871323, -2.394204, 17.946282], [-3.299376, -4.148389, 17.998186], [-3.465153, -3.154924, 19.442469], [-5.744230, -4.377891, 17.877168], [-4.895652, -4.663582, 20.768206], [-4.894665, -5.912280, 19.527117], [-6.392640, -5.233075, 20.049604], [-6.846419, -2.755671, 18.599451], [-6.522101, -2.372379, 15.169976], [-7.686849, -1.920563, 16.050122], [-8.936872, -1.617817, 15.242147], [-8.025886, -3.046650, 16.901927], [-6.334585, -1.640563, 14.377327], [-6.621605, -3.365037, 14.728783], [-5.591541, -2.394111, 15.746491], [-7.324175, -1.121377, 16.699394], [-8.782955, -0.678290, 14.692514], [-9.834339, -1.600205, 15.851761], [-9.071017, -2.284238, 14.384840], [-7.484350, -3.804774, 16.652096], [-3.261548, -12.926353, 16.874675], [-3.415658, -11.506245, 16.407300], [-2.248907, -11.077103, 15.499645], [-4.675305, -11.418957, 15.731442], [-4.041741, -13.195726, 17.584986], [-2.307269, -13.164517, 17.353454], [-3.306112, -13.576220, 15.994796], [-3.495304, -10.750489, 17.191399], [-2.315441, -11.766778, 14.649615], [-1.271600, -11.159375, 15.973428], [-2.341690, -10.057240, 15.122982], [-4.738265, -12.109081, 15.062718], [-8.717455, -6.332344, 14.950076], [-8.408188, -6.320537, 16.457709], [-8.533535, -7.736944, 17.026635], [-7.049008, -5.912765, 16.655540], [-7.848660, -6.704106, 14.396584], [-8.816686, -5.313453, 14.564203], [-9.577250, -6.944606, 14.686561], [-9.026369, -5.615257, 17.009513], [-8.292723, -8.511942, 16.300779], [-9.556858, -7.870052, 17.392670], [-7.896217, -7.826176, 17.905902], [-6.479010, -6.329263, 16.000861], [-0.443852, -5.405463, 18.522166], [-1.255605, -5.267499, 19.786148], [-0.744866, -6.094307, 20.966956], [-1.235225, -3.906309, 20.267041], [0.621543, -5.200649, 18.639372], [-0.875198, -4.703246, 17.802097], [-0.518317, -6.393094, 18.063742], [-2.287949, -5.515795, 19.513768], [0.276111, -5.856061, 21.249705], [-0.861373, -7.150911, 20.706164], [-1.430983, -5.898080, 21.795158], [-1.468865, -3.930967, 21.196146], [-5.857329, -9.624139, 7.895733], [-4.537601, -10.244196, 7.482460], [-4.172398, -11.575571, 8.166338], [-4.444654, -10.361495, 6.058385], [-6.755231, -10.155351, 7.599957], [-5.784680, -8.613307, 7.492052], [-5.715760, -9.514507, 8.974827], [-3.768576, -9.517261, 7.786309], [-3.377543, -12.155695, 7.710887], [-5.064074, -12.187279, 8.339370], [-3.954493, -11.287647, 9.203478], [-3.609768, -10.789204, 5.854713], [0.064816, -1.520243, 12.674421], [-0.245783, -3.000128, 12.837942], [1.056315, -3.798189, 12.660589], [-0.900230, -3.203072, 14.089090], [0.384337, -1.239753, 11.667106], [0.880749, -1.240201, 13.345075], [-0.822027, -0.910127, 12.854234], [-1.063991, -3.298093, 12.176613], [1.411122, -3.751104, 11.631178], [0.882449, -4.850276, 12.897535], [1.845706, -3.424204, 13.313187], [-0.456481, -2.709619, 14.790628], [1.329194, -9.618269, 13.884675], [1.872989, -9.494739, 15.289298], [1.429527, -8.176761, 15.909140], [1.356812, -10.526515, 16.129311], [1.589621, -10.599097, 13.464125], [1.822480, -8.860912, 13.275324], [0.240407, -9.636933, 13.816700], [2.967933, -9.510533, 15.337709], [1.603398, -8.087487, 16.981710], [0.333602, -8.194670, 15.861391], [1.785897, -7.313683, 15.350323], [1.177992, -11.299329, 15.585974]],
  "forces_ev_per_a": [[-0.2, 0.1, 0.3], [-0.5, -1.4, -0.1], [-0.2, -1.3, -0.3], [1.1, 1.4, 0.0], [0.0, 0.1, 0.6], [-0.3, 0.1, -0.3], [-0.1, -0.6, -0.1], [-1.0, 0.6, -1.1], [-0.3, -0.2, -0.5], [0.9, -0.3, 0.6], [0.1, 0.3, -0.2], [-0.3, 0.1, -0.2], [0.2, 0.2, -0.2], [0.0, 0.3, -0.1], [0.0, 0.5, 0.1], [0.2, 0.6, -0.2], [0.2, 0.5, 0.4], [-0.6, -0.4, -0.1], [-0.5, -0.4, -0.1], [0.0, 0.2, -0.4], [0.0, -0.1, -0.2], [0.2, -0.2, 0.2], [0.2, 0.2, 0.2], [0.2, 0.1, 0.5], [0.1, -0.3, 0.6], [0.5, 0.1, 0.0], [0.1, 0.0, 0.0], [0.1, 0.0, 0.2], [0.4, 0.0, 0.0], [-0.3, -0.1, 0.1], [-0.4, -0.2, 1.2], [-0.1, -1.1, 1.1], [0.4, -0.3, -0.1], [-0.1, -0.1, -1.0], [-0.1, -0.2, -0.5], [0.1, 0.3, -0.3], [0.3, 0.0, -0.1], [-0.1, 0.6, -0.3], [0.0, 0.2, -0.1], [0.2, 0.2, -0.2], [-0.1, 0.3, -0.1], [-0.2, 0.3, 0.2], [0.7, 0.9, 0.0], [0.0, -2.1, -0.4], [0.6, 1.0, -0.9], [0.1, 0.4, 0.5], [-0.1, -0.1, -0.1], [-0.5, 0.1, 0.0], [-0.1, -0.1, 0.1], [-0.4, 0.2, -0.1], [-0.3, 0.3, 0.5], [0.0, 0.1, 0.0], [0.0, -0.6, 0.5], [0.0, -0.2, 0.0], [0.4, -0.4, 0.5], [0.4, 0.7, -0.4], [-0.6, -0.5, -0.3], [-0.1, 0.6, 0.0], [-0.1, -0.1, -0.2], [0.0, 0.3, 0.0], [-0.2, -0.1, 0.1], [-0.1, -0.4, 0.4], [0.4, 0.1, -0.2], [-0.1, -0.2, 0.2], [-0.3, 0.0, 0.1], [0.1, 0.0, 0.0], [0.4, 0.8, 0.1], [0.8, -1.4, -0.8], [-0.8, 0.5, 0.6], [-0.1, 1.1, 0.2], [0.0, -0.4, 0.2], [-0.4, 0.0, 0.1], [-0.1, 0.1, 0.1], [0.0, 0.0, 0.0], [0.1, 0.0, 0.0], [0.0, -0.3, -0.2], [0.1, 0.0, -0.1], [-0.1, -0.4, -0.1], [0.0, 0.5, -0.5], [0.5, 0.3, 1.1], [-1.1, -0.7, -0.8], [0.2, 0.1, -1.0], [-0.1, 0.2, 0.2], [0.3, 0.0, -0.1], [-0.2, -0.1, 0.3], [0.0, -0.2, 0.3], [0.1, 0.0, -0.1], [0.3, -0.1, 0.3], [0.2, -0.1, 0.2], [-0.1, 0.0, 0.1], [1.5, 0.4, 0.1], [1.1, -0.7, -0.6], [-1.5, 0.8, 1.2], [-0.6, 0.1, 0.0], [0.0, -0.1, 0.1], [-0.7, 0.0, -0.1], [-0.7, -0.1, 0.1], [0.0, 0.0, 0.0], [0.1, 0.1, 0.0], [0.1, -0.2, -0.7], [0.7, -0.3, -0.1], [0.0, 0.0, 0.0], [-0.3, 0.4, -0.5], [0.1, 0.6, 0.1], [-0.8, -0.5, 0.1], [0.3, -0.3, 0.5], [0.1, -0.3, 0.0], [-0.1, 0.1, 0.1], [0.1, 0.0, 0.3], [0.6, -0.1, -0.5], [0.0, 0.1, 0.0], [0.0, 0.0, 0.0], [-0.1, 0.1, 0.1], [0.1, -0.1, -0.1], [0.8, -0.9, -0.3], [-0.3, 0.5, 0.8], [-1.2, -0.3, 0.1], [-0.1, -0.1, 0.1], [0.4, 0.1, 0.0], [-0.5, 0.1, -0.3], [0.0, 0.7, 0.3], [0.0, -0.3, -0.4], [0.6, -0.1, -0.1], [0.0, 0.3, -0.2], [0.1, 0.0, 0.1], [0.1, -0.1, 0.0]],
  "charge": 0,
  "homo_lumo_gap_ev": 8.8,
  "homo_ev": -8.4,
  "max_force_ev_per_a": 2.13,
  "smiles": "CC1(C)CCCC(C)(C)N1O.CC(C)O.CC(C)O.CC(C)O.CC(C)O.CC(C)O.CC(C)O.CC(C)O.CC(C)O",
  "e_above_lowest_kj_mol": 162.1
}